# C20H26FN5O3PtS2

C20H26FN5O3PtS2 as an isolated structure (the ωB97M-V functional and the def2-TZVPD basis, the OMol25 dataset).

Calculated values
Spin multiplicity = 5
HOMO-LUMO gap (spin up / spin down) = 7.21 / 5.60 eV
Highest occupied orbital energy (spin up / spin down) = -11.96 / -13.22 eV
Total charge = +2

Last column: Mulliken charge in e.
Positions of all 58 atoms, in Å:
Pt1 0.8496 3.5730 -1.5275  0.74
F1 -3.3290 -1.9131 -1.3107  -0.33
C1 -2.2498 -1.7395 -0.5189  0.57
C2 -1.5646 -0.5690 -0.6123  -0.91
C3 -0.4425 -0.3333 0.1840  0.71
C4 0.2607 0.9402 0.0983  1.58
O1 -0.2373 1.8511 -0.6175  -1.05
C5 1.4391 1.0510 0.8754  -0.44
C6 1.7848 0.0333 1.7149  -0.17
N1 1.1129 -1.1280 1.8342  0.24
C7 1.5160 -2.1016 2.8333  -0.23
C8 2.1166 -3.4054 2.3941  -0.45
C9 2.9692 -2.3612 3.0503  -0.99
C10 -0.0251 -1.3368 1.0620  -0.23
C11 -0.7513 -2.5291 1.1504  -0.76
C12 -1.8825 -2.7519 0.3825  -0.83
N2 -2.5829 -3.9756 0.4959  0.17
C13 -3.6637 -4.2973 -0.4420  -0.74
C14 -4.1331 -5.7314 -0.1711  -0.78
N3 -2.9742 -6.4995 0.3975  -0.14
C15 -2.6783 -6.0217 1.7976  -0.76
C16 -2.8604 -4.5024 1.8283  -0.60
C17 2.3453 2.2425 0.8657  0.25
O2 3.1119 2.4362 1.7771  -0.61
O3 2.2782 3.0009 -0.2038  -0.61
H1 -1.9054 0.1970 -1.2975  0.54
H2 2.6541 0.1598 2.3474  0.75
H3 0.8732 -2.1046 3.7048  0.39
H4 2.2541 -3.5558 1.3305  0.24
H5 1.8629 -4.2968 2.9541  0.31
H6 3.6889 -1.8451 2.4294  0.35
H7 3.2885 -2.5156 4.0709  0.26
H8 -0.3974 -3.2997 1.8191  0.76
H9 -3.2819 -4.2237 -1.4574  0.53
H10 -4.5259 -3.6330 -0.3599  0.43
H11 -4.4707 -6.2134 -1.0834  0.40
H12 -4.9309 -5.7877 0.5650  0.35
H13 -2.1561 -6.3180 -0.1852  0.38
H14 -3.1446 -7.5043 0.3874  0.34
H15 -1.6633 -6.3297 2.0368  0.44
H16 -3.3686 -6.5243 2.4709  0.36
H17 -2.1868 -4.0845 2.5656  0.44
H18 -3.8762 -4.2422 2.1465  0.31
C18 0.7146 8.8196 -2.3264  -1.07
N4 1.0648 7.4912 -1.8265  -0.05
C19 2.1031 6.7861 -2.2432  0.68
S1 2.5100 5.3280 -1.3646  -0.24
N5 2.8340 7.1972 -3.2596  -0.22
C20 4.0353 6.5346 -3.7870  -0.84
H19 -0.1867 9.1463 -1.8191  0.35
H20 0.5048 8.7902 -3.3969  0.36
H21 1.5108 9.5364 -2.1220  0.37
H22 0.5588 7.1230 -1.0376  0.29
H23 2.5959 8.0869 -3.6731  0.21
H24 4.0829 5.5098 -3.4315  0.32
H25 4.9309 7.0635 -3.4695  0.31
H26 3.9838 6.5252 -4.8721  0.32
S2 -0.3663 4.2521 -3.1541  -0.04

Atomic forces in eV per Å
0.2 0.4 -0.3
0.0 0.2 0.0
-0.1 0.0 -0.1
-0.1 0.2 -0.1
0.0 0.0 0.0
-0.1 0.1 0.0
-0.2 -0.2 -0.2
-0.1 0.0 -0.1
-0.1 -0.4 0.2
0.1 0.2 -0.1
0.0 0.1 0.0
0.0 -0.1 0.0
0.1 0.0 0.0
0.1 0.0 0.1
0.0 -0.1 0.1
0.1 -0.2 0.1
0.0 0.1 0.0
0.1 -0.1 0.1
0.1 0.0 0.0
-0.1 0.1 0.0
0.0 0.0 0.0
-0.1 0.0 -0.1
-0.1 0.3 -0.2
0.1 -0.1 0.1
0.5 -0.3 0.6
0.0 0.0 0.0
0.0 0.0 0.0
0.0 0.0 0.0
0.0 0.0 0.0
0.0 0.1 0.0
0.0 0.0 0.0
0.0 0.0 0.0
0.0 0.0 0.0
0.0 0.0 0.0
0.0 0.0 0.0
0.0 -0.1 0.0
0.0 0.0 0.0
0.1 0.0 0.0
0.0 0.0 0.0
0.0 0.0 0.0
0.0 0.0 0.0
0.0 0.1 0.0
0.0 0.0 0.0
0.0 -0.1 0.0
-0.1 0.2 0.0
0.0 -0.2 0.0
-0.1 0.0 0.0
0.2 -0.1 -0.1
-0.1 0.1 0.1
0.0 0.0 0.0
0.0 0.0 0.0
0.0 0.0 0.0
0.0 0.0 0.0
0.0 0.0 0.0
0.0 0.0 0.0
0.0 0.0 0.0
0.0 0.0 0.0
-0.2 0.0 0.0

=====

# C28H42AlBr4Cl5F3N2NaO6S

C28H42AlBr4Cl5F3N2NaO6S as an isolated structure (the ωB97M-V functional and the def2-TZVPD basis, the OMol25 dataset).

Calculated values
Spin multiplicity = 1
HOMO-LUMO gap = 2.65 eV
Highest occupied orbital energy = -10.99 eV
Total charge = +2

Last column: Mulliken charge in e.
Positions of all 93 atoms, in Å:
C1 -6.6009 -4.3234 -2.0227  -1.36
C2 -5.0925 -4.2737 -2.0612  0.12
C3 -4.4533 -4.8896 -0.8459  -0.76
C4 -2.9466 -4.8636 -0.7998  -0.97
C5 -2.3562 -3.6699 -0.0056  -0.49
C6 -1.4836 -4.0504 1.1611  0.67
C7 0.0213 -4.0401 0.8881  -1.21
C8 0.5267 -2.6172 0.9327  0.28
C9 0.7069 -1.9758 2.1528  -0.35
C10 1.1341 -0.6571 2.2649  -0.95
C11 1.2494 -0.1002 3.6623  0.60
C12 0.1209 -0.4522 4.6510  -0.14
C13 -1.2783 -0.6147 4.0487  -1.09
O1 0.5363 -1.6016 5.3736  -0.56
C14 1.4404 0.0772 1.1156  0.35
C15 1.9685 1.4829 1.1549  -0.27
C16 1.1356 2.6290 0.5834  -1.20
C17 0.0577 3.1612 1.5298  0.46
F1 0.4405 3.0020 2.8673  -0.16
Br1 -0.1182 5.0829 1.2675  0.04
C18 -1.3400 2.5323 1.3066  0.27
F2 -1.1883 1.2232 1.0209  -0.10
F3 -1.9375 3.0936 0.2615  -0.23
Br2 -2.4749 2.6961 2.8659  -0.08
C19 1.2910 -0.5758 -0.0970  0.72
C20 0.8351 -1.8834 -0.2007  -0.18
C21 0.7786 -2.2482 -1.6437  -0.05
O2 0.2754 -3.1999 -2.1677  -0.56
N1 1.4375 -1.2082 -2.3109  -0.08
C22 1.6124 -0.0999 -1.4835  -0.23
O3 1.9799 0.9804 -1.8751  -0.51
H1 -7.0015 -3.8300 -1.1424  0.37
H2 -7.0260 -3.8780 -2.9174  0.40
H3 -6.9090 -5.3694 -2.0080  0.41
H4 -4.7751 -4.7863 -2.9732  0.34
H5 -4.6214 -3.1697 -2.0930  0.06
H6 -4.7516 -5.9518 -0.8873  0.42
H7 -4.8630 -4.4361 0.0557  0.34
H8 -2.5361 -4.9047 -1.8088  0.44
H9 -2.6291 -5.7803 -0.2900  0.54
H10 -3.1830 -3.0583 0.3520  0.51
H11 -1.7990 -3.0503 -0.7136  0.17
H12 -1.7856 -5.1031 1.5388  -0.34
H13 -1.6963 -3.3806 1.9953  0.03
H14 0.2273 -4.4521 -0.0942  0.48
H15 0.5490 -4.5860 1.6676  0.49
H16 0.4850 -2.5415 3.0479  0.97
H17 2.1746 -0.4750 4.1094  0.69
H18 1.3109 1.0067 3.6717  -0.91
H19 0.0534 0.3844 5.3558  0.66
H20 -2.0108 -0.2280 4.7541  0.38
H21 -1.4012 -0.1001 3.1020  0.11
H22 -1.4986 -1.6730 3.9411  0.35
H23 0.0950 -1.6144 6.2288  0.37
H24 2.2257 1.7641 2.1776  -0.19
H25 2.9141 1.4681 0.6217  0.48
H26 1.8160 3.4535 0.4010  0.63
H27 0.6896 2.3945 -0.3763  0.52
H28 1.2238 -1.0402 -3.2851  0.32
Br3 6.0459 4.8510 -3.6049  -0.13
C23 6.2513 3.0042 -3.0461  -0.48
C24 4.9466 2.4206 -2.5774  -0.71
Br4 4.4654 3.1211 -0.8232  0.02
H29 7.0089 2.9988 -2.2693  0.21
H30 6.6178 2.4639 -3.9156  0.41
H31 5.0287 1.3431 -2.4566  0.40
H32 4.1146 2.6479 -3.2348  0.42
C25 -10.6966 -4.3584 -4.2336  -0.75
N2 -10.1222 -4.7137 -2.8982  0.92
O4 -9.4430 -3.8699 -2.3542  -0.50
O5 -10.3932 -5.8114 -2.4859  -0.48
H33 -10.3572 -3.3512 -4.4812  0.23
H34 -10.3381 -5.0696 -4.9708  0.34
H35 -11.7828 -4.4327 -4.1380  0.26
Cl1 -2.7787 -6.6189 1.8509  -0.32
C26 7.3309 8.5805 -2.3092  -0.75
S1 6.3441 9.2837 -0.9846  0.46
O6 7.2583 10.0712 -0.1239  -0.61
C27 6.0570 7.7166 -0.1441  -0.79
H36 7.6690 9.3891 -2.9531  0.35
H37 8.1914 8.0627 -1.8858  0.30
H38 6.7084 7.8897 -2.8773  0.15
H39 7.0154 7.2698 0.1215  0.24
H40 5.4911 7.0500 -0.7967  0.30
H41 5.4832 7.9294 0.7562  0.35
Na1 -12.2808 -2.2541 -4.5218  0.98
Cl2 -5.1550 -1.5148 -1.9637  -0.32
Al1 2.3880 2.6876 4.0813  0.54
C28 7.5623 3.4972 2.3122  -0.12
Cl3 8.2210 3.1974 0.7107  -0.08
Cl4 7.0057 5.1573 2.4765  -0.10
Cl5 6.2416 2.3591 2.6770  -0.11
H42 8.3459 3.3246 3.0377  0.42

Atomic forces in eV per Å
0.3 0.3 -0.1
-0.7 -1.8 0.3
0.6 0.9 -0.2
0.2 -0.1 -0.1
-0.5 -0.2 0.1
0.3 0.7 0.0
0.0 0.3 0.1
0.0 -0.3 -0.3
-0.1 -0.1 -0.1
-0.2 0.0 0.1
0.0 -0.2 0.2
-0.2 0.3 0.2
0.1 -0.2 0.4
0.1 0.0 -0.1
-0.1 0.1 0.1
0.0 -0.3 -0.4
0.0 0.1 0.5
-0.2 1.0 -1.2
0.0 -0.3 0.3
0.0 -0.2 0.2
-0.2 -0.3 0.6
0.0 0.0 0.1
0.1 0.0 -0.1
0.0 0.1 -0.1
0.1 0.0 -0.2
-0.1 0.3 0.4
0.3 0.1 0.1
-0.1 -0.2 -0.2
-0.7 0.3 -0.1
0.3 -0.2 -0.1
-0.1 0.0 0.3
-0.1 0.0 0.0
0.0 0.2 0.0
0.0 -0.1 0.1
0.5 0.5 -0.3
-0.4 0.7 0.0
-0.2 -0.1 0.0
-0.2 -0.3 0.2
0.0 -0.1 -0.1
0.2 0.0 0.0
-0.1 0.1 0.0
0.1 0.0 0.0
-0.1 0.2 -0.1
0.0 -0.2 0.3
0.1 -0.3 0.0
0.0 -0.3 -0.1
0.1 0.0 0.1
0.1 0.1 0.1
-0.3 -0.7 -0.3
0.2 0.1 0.0
-0.1 0.1 0.0
0.0 0.0 -0.1
0.0 -0.1 -0.3
-0.1 -0.1 0.0
0.3 -0.2 -0.1
0.1 0.2 -0.1
0.1 0.1 -0.1
-0.1 -0.1 -0.1
0.3 -0.2 -0.1
0.0 0.0 0.0
0.0 0.1 -0.1
0.0 -0.1 0.1
0.1 0.2 0.0
0.0 -0.1 0.0
0.0 0.0 0.0
0.0 0.0 0.0
0.0 0.0 0.0
0.0 0.2 0.0
0.0 0.0 0.0
-0.3 0.1 0.0
0.0 0.0 0.0
0.3 -0.2 0.0
-0.1 -0.1 0.0
0.1 -0.4 0.0
-0.1 -0.1 0.1
0.1 -0.1 -0.1
0.0 0.0 0.0
0.0 0.0 0.0
0.0 -0.1 0.0
0.0 0.0 0.0
0.0 0.0 0.0
0.0 0.0 0.0
0.0 0.0 0.0
0.0 0.0 0.0
0.0 0.0 0.0
-0.3 0.4 0.0
0.4 -0.3 0.0
0.4 0.6 0.4
0.0 0.1 -0.1
0.0 0.0 0.0
0.0 0.0 0.0
0.0 -0.1 0.0
0.0 0.0 0.0

=====

# C71H73BF11N2O2

A 11-piece molecular cluster, C71H73BF11N2O2 overall (the ωB97M-V functional and the def2-TZVPD basis, the OMol25 dataset).

Calculated values
Spin multiplicity = 2
HOMO-LUMO gap (spin up / spin down) = 8.57 / 9.43 eV
Highest occupied orbital energy (spin up / spin down) = -8.21 / -9.08 eV

Last column: Mulliken charge in e.
Positions of all 160 atoms, in Å:
C1 2.6306 3.2897 -1.6745  -2.20
C2 3.2133 1.8870 -1.7118  1.66
C3 2.3981 1.0880 -0.6729  -1.39
C4 4.6821 1.8130 -1.2576  -2.55
C5 5.7981 1.8863 -2.3215  2.89
C6 6.4690 3.2767 -2.5394  -1.26
C7 5.9329 4.4342 -1.7538  -0.42
F1 6.2701 4.3086 -0.4019  -0.33
B1 6.9549 0.9196 -1.7624  0.12
N1 7.7141 1.3124 -0.6050  -0.70
O1 7.2609 -0.3237 -2.3096  -0.58
C8 5.3077 1.3213 -3.6900  -3.10
C9 4.0522 0.4581 -3.5996  1.86
C10 4.2453 -0.8640 -2.8751  -1.49
C11 3.6764 0.1013 -5.0432  -1.76
N2 2.9498 1.2656 -3.0392  1.40
O2 2.3436 2.0130 -3.8874  -0.78
H1 1.5600 3.2376 -1.7928  0.46
H2 3.0372 3.9321 -2.4435  0.44
H3 2.8601 3.7019 -0.7004  0.44
H4 2.8190 0.0945 -0.5689  0.05
H5 1.3668 1.0204 -0.9958  0.21
H6 2.4572 1.5721 0.2916  0.47
H7 4.7912 0.8516 -0.7668  -0.32
H8 4.7963 2.5352 -0.4624  1.49
H9 7.5224 3.2213 -2.2843  0.39
H10 6.4550 3.5683 -3.5826  0.59
H11 6.4094 5.3450 -2.1061  0.52
H12 4.8642 4.5792 -1.8380  0.05
H13 7.2750 2.0849 -0.1086  0.28
H14 7.7628 0.5411 0.0583  0.28
H15 7.8466 -0.2490 -3.0807  0.27
H16 6.0883 0.8059 -4.2330  0.47
H17 5.0096 2.1633 -4.3095  0.69
H18 4.7900 -1.5447 -3.5028  0.59
H19 3.2603 -1.2944 -2.7201  0.16
H20 4.6999 -0.7654 -1.9003  -0.20
H21 2.6738 -0.3047 -5.0926  0.27
H22 4.3522 -0.6580 -5.4156  0.51
H23 3.7651 0.9497 -5.7013  0.40
F2 1.1207 -1.8458 -1.6044  -0.07
C12 0.1009 -1.7496 -2.4859  0.10
C13 0.0889 -0.7066 -3.3913  -0.30
C14 -0.9615 -0.6201 -4.2940  -0.71
C15 -1.9820 -1.5612 -4.2712  -0.63
C16 -1.9497 -2.5984 -3.3486  -0.39
C17 -0.8991 -2.6994 -2.4491  -0.57
H24 0.8867 0.0244 -3.3876  0.87
H25 -0.9824 0.1878 -5.0130  0.45
H26 -2.8017 -1.4867 -4.9733  0.41
H27 -2.7437 -3.3325 -3.3292  0.41
H28 -0.8492 -3.5064 -1.7293  0.51
F3 7.4405 -1.0888 3.2310  -0.37
C18 6.2808 -1.3424 2.5933  0.33
C19 6.3176 -1.9398 1.3494  -0.37
C20 5.1200 -2.2019 0.6969  0.43
C21 3.9120 -1.8569 1.2874  -1.13
C22 3.8997 -1.2535 2.5380  -0.76
C23 5.0905 -0.9956 3.2015  -0.78
H29 7.2719 -2.1913 0.9042  0.51
H30 5.1296 -2.6739 -0.2772  0.31
H31 2.9808 -2.0596 0.7736  0.87
H32 2.9597 -0.9849 2.9991  0.50
H33 5.1021 -0.5327 4.1793  0.49
F4 1.4425 -3.2901 2.9591  -0.31
C24 1.7344 -4.5884 2.7267  0.45
C25 3.0411 -4.9513 2.4650  -0.06
C26 3.3267 -6.2883 2.2306  -0.36
C27 2.3120 -7.2357 2.2541  -0.78
C28 1.0057 -6.8473 2.5172  -0.40
C29 0.7104 -5.5136 2.7600  -0.91
H34 3.8187 -4.2022 2.4429  0.47
H35 4.3447 -6.5891 2.0261  0.41
H36 2.5393 -8.2770 2.0671  0.42
H37 0.2132 -7.5834 2.5325  0.58
H38 -0.3001 -5.1904 2.9740  0.50
F5 -3.6297 2.4631 -1.6021  -0.33
C30 -3.4380 1.4454 -0.7372  0.27
C31 -2.4013 0.5621 -0.9598  -0.14
C32 -2.2084 -0.4801 -0.0652  -0.14
C33 -3.0528 -0.6272 1.0281  -0.94
C34 -4.0912 0.2718 1.2299  -0.37
C35 -4.2860 1.3206 0.3436  -0.37
H39 -1.7600 0.6896 -1.8214  0.50
H40 -1.3993 -1.1777 -0.2188  0.30
H41 -2.9007 -1.4437 1.7218  0.43
H42 -4.7529 0.1576 2.0785  0.48
H43 -5.0849 2.0364 0.4860  0.29
F6 -7.9063 3.4295 1.3676  -0.36
C36 -7.1003 4.4846 1.6296  0.67
C37 -6.1071 4.8027 0.7275  -0.34
C38 -5.2803 5.8839 0.9921  -0.47
C39 -5.4530 6.6201 2.1547  -0.93
C40 -6.4557 6.2780 3.0515  -0.32
C41 -7.2945 5.2051 2.7889  -0.61
H44 -5.9837 4.2081 -0.1690  0.51
H45 -4.4989 6.1477 0.2922  0.51
H46 -4.8025 7.4580 2.3662  0.45
H47 -6.5851 6.8467 3.9627  0.42
H48 -8.0856 4.9253 3.4720  0.46
F7 5.3576 -5.7227 -0.2750  -0.12
C42 6.3066 -5.7817 -1.2317  0.33
C43 6.3400 -6.8752 -2.0731  -0.61
C44 7.3138 -6.9300 -3.0591  -0.36
C45 8.2383 -5.9022 -3.1865  -0.61
C46 8.1871 -4.8134 -2.3277  -0.55
C47 7.2128 -4.7467 -1.3428  -0.01
H49 5.6131 -7.6675 -1.9533  0.44
H50 7.3500 -7.7776 -3.7298  0.36
H51 8.9977 -5.9507 -3.9553  0.38
H52 8.9077 -4.0124 -2.4225  0.42
H53 7.1522 -3.9042 -0.6680  0.30
F8 -12.7387 3.3617 -3.1919  -0.32
C48 -11.9026 2.6814 -2.3817  0.36
C49 -11.0291 3.3846 -1.5767  -0.59
C50 -10.1724 2.6813 -0.7417  -0.03
C51 -10.1966 1.2932 -0.7298  -0.70
C52 -11.0810 0.6065 -1.5500  -0.27
C53 -11.9460 1.3021 -2.3822  -0.50
H54 -11.0234 4.4661 -1.6073  0.43
H55 -9.4866 3.2146 -0.1009  0.44
H56 -9.5249 0.7482 -0.0799  0.41
H57 -11.0983 -0.4751 -1.5437  0.36
H58 -12.6474 0.7866 -3.0246  0.41
F9 -3.4231 4.6942 3.9295  -0.33
C54 -3.8802 3.9959 4.9836  0.35
C55 -4.3913 4.6770 6.0702  -0.35
C56 -4.8681 3.9501 7.1512  -0.39
C57 -4.8223 2.5628 7.1352  -0.51
C58 -4.3015 1.8992 6.0328  -0.34
C59 -3.8288 2.6169 4.9439  -0.50
H59 -4.4124 5.7587 6.0641  0.45
H60 -5.2765 4.4689 8.0080  0.37
H61 -5.1926 2.0000 7.9815  0.37
H62 -4.2620 0.8183 6.0198  0.37
H63 -3.4256 2.1195 4.0711  0.51
F10 -6.1474 8.8436 -1.0930  -0.34
C60 -5.2310 8.8374 -2.0793  0.36
C61 -5.2427 7.8067 -2.9979  -0.33
C62 -4.2982 7.8038 -4.0136  -0.34
C63 -3.3557 8.8195 -4.0940  -0.50
C64 -3.3597 9.8439 -3.1577  -0.29
C65 -4.3048 9.8591 -2.1426  -0.50
H64 -5.9817 7.0208 -2.9131  0.45
H65 -4.2984 7.0055 -4.7432  0.36
H66 -2.6187 8.8117 -4.8858  0.37
H67 -2.6239 10.6345 -3.2161  0.36
H68 -4.3287 10.6517 -1.4065  0.41
F11 -1.5062 -9.2221 3.5867  -0.33
C66 -0.7005 -9.8213 4.4891  0.39
C67 0.1388 -9.0409 5.2570  -0.30
C68 0.9644 -9.6579 6.1847  -0.42
C69 0.9445 -11.0387 6.3261  -0.49
C70 0.0943 -11.8044 5.5402  -0.30
C71 -0.7398 -11.1949 4.6143  -0.50
H69 0.1440 -7.9669 5.1266  0.45
H70 1.6244 -9.0588 6.7970  0.37
H71 1.5918 -11.5174 7.0487  0.37
H72 0.0799 -12.8806 5.6467  0.35
H73 -1.4144 -11.7725 3.9965  0.41

Atomic forces in eV per Å
0.4 -0.1 -0.2
-1.0 -0.3 1.0
0.4 -0.1 -0.4
-0.1 -0.3 -0.6
0.9 -0.5 -0.8
-0.2 -0.2 0.4
0.3 0.5 -0.2
-0.1 -0.1 0.2
0.3 0.4 0.5
-1.4 -0.3 0.4
0.4 0.0 -0.5
-0.6 1.0 0.9
0.3 -0.8 -1.4
-0.9 0.3 0.5
0.0 -0.1 0.1
1.1 1.0 -0.2
-0.3 -0.3 0.1
-0.3 0.1 -0.1
0.0 0.2 -0.2
0.0 0.2 0.3
-0.1 -0.3 0.0
-0.3 0.0 0.1
-0.1 0.2 0.3
0.0 -0.2 0.3
0.2 0.3 0.1
0.3 0.0 0.0
-0.2 0.0 -0.4
0.1 0.2 0.0
-0.2 -0.2 0.2
0.3 0.2 -0.1
0.7 0.0 -0.2
-0.4 -0.2 0.3
0.2 -0.3 -0.1
0.0 0.2 -0.2
0.5 -0.2 0.0
-0.2 -0.2 0.0
0.3 -0.1 0.1
-0.3 0.0 -0.1
0.2 -0.2 0.0
-0.2 0.3 -0.2
0.0 0.0 0.1
-0.2 0.0 -0.2
0.2 0.1 0.0
-0.1 -0.1 0.0
0.0 0.0 0.0
0.0 0.1 -0.1
0.0 -0.2 0.1
0.0 0.0 0.0
0.0 0.0 0.0
0.0 0.0 0.0
0.0 0.0 0.0
0.0 0.0 0.0
0.0 0.0 0.0
-0.2 0.0 -0.1
0.1 0.0 -0.1
-0.1 0.1 0.0
0.0 0.1 -0.1
0.1 0.0 -0.1
0.0 0.1 0.2
0.0 0.0 0.0
0.0 0.0 0.0
0.0 0.0 0.0
0.0 0.0 0.0
0.0 0.0 0.0
0.0 0.0 0.0
0.1 -0.2 0.0
0.1 0.1 0.0
-0.1 -0.1 0.0
0.0 0.0 0.0
0.1 0.0 0.0
-0.2 0.1 0.0
0.0 0.0 0.0
0.0 0.0 0.0
0.0 0.0 0.0
0.0 0.0 0.0
0.0 0.0 0.0
0.0 0.0 0.0
0.0 -0.2 0.1
0.1 0.0 -0.2
-0.2 0.1 0.2
0.0 0.0 0.0
0.1 -0.1 -0.1
-0.2 0.2 0.1
0.0 0.0 0.0
0.1 0.0 0.0
0.0 0.0 0.0
0.0 0.0 0.0
0.0 0.0 0.0
0.1 0.0 0.1
0.2 0.2 0.0
0.0 -0.1 -0.3
0.0 0.0 0.1
0.0 0.1 0.0
0.1 0.0 -0.1
-0.1 -0.1 0.2
0.0 0.0 0.0
0.0 0.0 0.0
0.0 0.0 0.0
0.0 0.0 0.0
0.0 0.0 0.0
0.0 0.0 0.0
0.1 0.0 -0.2
-0.1 -0.1 0.0
0.0 0.1 0.0
0.0 0.0 0.0
0.0 -0.1 0.0
0.0 0.1 0.1
0.0 0.0 0.0
0.0 0.0 0.0
0.0 0.0 0.0
0.0 0.0 0.0
0.0 0.0 0.0
0.0 0.0 0.0
0.1 -0.1 0.1
0.0 0.2 0.0
-0.1 -0.1 -0.1
0.0 0.0 0.0
0.0 0.1 0.0
-0.1 -0.1 -0.1
0.0 0.0 0.0
0.0 0.0 0.0
0.0 0.0 0.0
0.0 0.0 0.0
0.0 0.0 0.0
0.0 0.0 0.0
-0.1 -0.1 0.1
0.0 0.2 0.0
0.0 -0.1 -0.1
0.0 0.0 0.1
0.0 0.1 0.0
0.1 -0.1 -0.1
0.0 0.0 0.0
0.0 0.0 0.0
0.0 0.0 0.0
0.0 0.0 0.0
0.0 0.0 0.0
0.0 0.0 0.0
0.2 0.0 -0.2
-0.1 -0.2 0.0
0.1 0.1 0.0
0.0 0.0 -0.1
0.0 -0.1 0.0
0.0 0.1 0.1
0.0 0.0 0.0
0.0 0.0 0.0
0.0 0.0 0.0
0.0 0.0 0.0
0.0 0.0 0.0
0.0 0.0 0.0
0.1 -0.1 0.2
0.0 0.2 0.0
0.0 -0.1 0.0
0.0 0.0 0.0
0.0 0.1 0.0
-0.1 -0.1 -0.1
0.0 0.0 0.0
0.0 0.0 0.0
0.0 0.0 0.0
0.0 0.0 0.0
0.0 0.0 0.0

=====

Results for max |F|: 0.8; 2.0; 1.7 (in eV/A, following the order of the records).